Density functional theory data (ωB97M-V with the def2-TZVPD basis set) for a molecular structure, C38H73F5I2N5O5S at a distorted geometry.

Highest occupied orbital energy (eV): -9.822
Maximum force (eV Å⁻¹): 7.907
LUMO (Ha): -0.1923
Orbital gap (eV): 4.59
Net charge: +1
Energy (eV): -98883.0388

Last column: Mulliken charge in e.
CARTESIAN COORDINATES (ANGSTROEM)
C: 2.724 -0.909 0.991  -1.057
C: 2.330 0.263 -0.030  -0.184
O: 0.979 0.177 -0.555  0.376
C: 0.721 1.245 -1.536  -0.274
C: -0.354 0.655 -2.615  -0.091
O: -1.628 1.344 -2.586  -0.484
C: -2.617 0.541 -1.860  -0.781
C: -2.268 0.531 -0.307  -0.089
C: -2.046 1.887 0.495  0.332
C: -2.234 3.294 -0.284  -0.758
C: -3.814 3.419 -0.643  -0.382
N: -1.696 1.967 1.854  -1.302
N: -1.573 0.820 2.520  1.723
C: -1.237 0.986 3.980  -0.707
I: -2.677 0.772 5.586  0.171
C: 0.105 1.341 4.342  -0.252
C: 1.282 1.587 3.291  -0.179
I: 0.660 1.611 6.454  0.111
C: -1.707 -0.538 2.086  0.005
C: -1.470 -1.808 3.045  -0.772
C: -2.816 -2.395 3.703  -0.139
O: -2.720 -3.841 3.723  -0.404
C: -2.137 -4.328 4.953  -0.210
C: -0.507 -4.390 4.917  -0.759
C: -2.110 -0.764 0.573  1.258
S: -2.396 -2.415 -0.192  1.316
O: -3.544 -2.427 -1.192  -0.686
O: -2.758 -3.498 0.815  -0.604
C: -0.863 -3.095 -1.073  0.642
F: 0.337 -2.602 -0.484  -0.239
F: -0.962 -2.831 -2.461  -0.264
C: -0.765 -4.715 -0.941  0.512
F: 0.269 -5.159 -1.825  -0.211
F: -1.948 -5.353 -1.357  -0.173
F: -0.339 -5.120 0.350  -0.172
H: 3.856 -0.832 1.194  0.393
H: 2.169 -0.879 1.987  0.257
H: 2.564 -1.967 0.565  0.137
H: 2.413 1.280 0.506  0.297
H: 3.043 0.255 -0.931  -0.111
H: 1.693 1.576 -2.050  0.477
H: 0.238 2.098 -0.951  -0.099
H: 0.180 0.744 -3.635  0.423
H: -0.483 -0.446 -2.339  -0.234
H: -3.609 1.118 -1.992  0.082
H: -2.616 -0.477 -2.370  0.542
H: -1.545 3.390 -1.185  0.215
H: -1.979 4.154 0.430  0.512
H: -3.966 3.563 -1.771  0.265
H: -4.215 4.314 -0.036  0.334
H: -4.338 2.456 -0.252  -0.326
H: 1.239 2.700 2.985  0.311
H: 2.289 1.470 3.840  0.519
H: 1.208 0.964 2.341  -0.625
H: -1.011 -2.616 2.358  0.261
H: -0.695 -1.628 3.861  0.521
H: -3.702 -2.102 3.025  -0.105
H: -3.008 -2.060 4.774  0.313
H: -2.465 -5.432 5.045  0.328
H: -2.522 -3.814 5.901  0.247
H: -0.146 -5.436 5.192  0.339
H: -0.127 -4.179 3.846  0.130
H: -0.026 -3.594 5.590  0.232
C: -9.535 -0.171 -1.504  -1.467
C: -8.210 -0.243 -0.754  -0.271
N: -7.931 0.938 0.056  0.178
C: -6.551 1.005 0.524  -0.913
C: -6.074 -0.086 1.482  -0.082
C: -8.943 1.296 1.045  -0.698
C: -9.320 0.246 2.090  -0.964
H: -9.599 0.741 -2.103  0.337
H: -9.627 -1.024 -2.180  0.440
H: -10.390 -0.200 -0.822  0.308
H: -7.423 -0.346 -1.511  0.360
H: -8.190 -1.164 -0.157  0.265
H: -6.372 1.982 0.987  0.289
H: -5.895 0.989 -0.356  0.228
H: -6.482 0.047 2.484  0.295
H: -4.982 -0.038 1.576  -0.194
H: -6.324 -1.089 1.130  0.315
H: -9.855 1.582 0.511  0.442
H: -8.638 2.212 1.562  0.326
H: -9.487 -0.741 1.652  0.252
H: -10.251 0.541 2.584  0.380
H: -8.563 0.158 2.869  0.253
C: 5.136 5.612 1.823  -1.334
C: 5.795 4.458 1.073  -0.440
N: 4.917 3.814 0.103  0.391
C: 5.433 2.539 -0.390  -0.211
C: 6.733 2.562 -1.191  -1.336
C: 4.331 4.684 -0.914  -0.420
C: 5.284 5.490 -1.796  -1.104
H: 4.199 5.294 2.289  0.247
H: 5.800 5.969 2.613  0.440
H: 4.926 6.458 1.163  0.291
H: 6.090 3.719 1.826  0.418
H: 6.721 4.820 0.611  0.302
H: 4.660 2.042 -0.987  -0.068
H: 5.583 1.881 0.475  0.411
H: 6.583 2.956 -2.197  0.291
H: 7.109 1.540 -1.305  0.410
H: 7.516 3.142 -0.699  0.298
H: 3.659 5.389 -0.412  0.458
H: 3.669 4.095 -1.558  0.045
H: 6.072 5.982 -1.222  0.255
H: 4.724 6.276 -2.314  0.406
H: 5.746 4.872 -2.565  0.280
C: 2.796 -2.001 -3.712  -1.075
C: 4.086 -2.590 -4.268  -0.585
N: 5.287 -2.025 -3.668  0.159
C: 6.510 -2.360 -4.395  -0.674
C: 6.917 -3.831 -4.458  -0.976
C: 5.375 -2.111 -2.217  0.302
C: 5.284 -3.497 -1.580  -1.227
H: 2.797 -0.909 -3.783  0.252
H: 1.941 -2.373 -4.282  0.530
H: 2.640 -2.281 -2.665  0.095
H: 4.096 -2.379 -5.344  0.491
H: 4.048 -3.681 -4.165  0.272
H: 7.345 -1.781 -3.984  0.332
H: 6.400 -1.997 -5.424  0.441
H: 7.316 -4.183 -3.507  0.223
H: 7.711 -3.958 -5.200  0.404
H: 6.090 -4.480 -4.755  0.274
H: 4.577 -1.491 -1.791  -0.620
H: 6.298 -1.628 -1.877  0.347
H: 4.469 -4.096 -1.992  0.230
H: 5.098 -3.394 -0.506  0.421
H: 6.215 -4.054 -1.687  0.361